Formula: C4H6N2S
Source: OMol25
Level of theory: ωB97M-V/def2-TZVPD

XYZ file:
```
13
Properties=species:S:1:pos:R:3:forces:R:3
H -2.514 0.361 1.346 -0.4 0.0 -0.1
N -1.923 0.666 2.115 1.1 -0.3 -0.7
C -0.802 1.043 1.633 -0.4 1.0 1.7
N -0.408 1.281 0.335 0.6 -0.4 -1.2
S -1.132 0.554 -1.038 0.7 0.5 0.6
C -0.169 -0.976 -1.140 0.5 -0.7 1.3
C 1.301 -0.944 -1.191 -0.5 0.5 -0.1
C 2.499 -0.968 -1.210 0.7 0.2 0.4
H -0.059 1.441 2.359 -0.3 -0.4 -0.5
H 0.570 1.559 0.176 -0.8 -0.2 0.3
H -0.520 -1.465 -2.017 -0.5 -0.5 -0.8
H -0.417 -1.618 -0.271 -0.1 0.3 -0.5
H 3.574 -0.936 -1.095 -0.7 -0.1 -0.3
```
Positions in Å, forces in eV/Å.

As for the SMILES: [H]/N=C\NSCC#C. The calculation puts the strongest force on any atom at 2.0 eV/A. The calculation puts the energy relative to the best compared isomer or geometry (same formula, charge and spin) at 283.5 kJ/mol. The value obtained for the HOMO-LUMO gap is 10.1802 eV.

Atomic charges from the Löwdin analysis, expressed in e, are listed below: number 1, H, carries 0.007; number 2, N, carries 0.067; number 3, C, carries -0.409; number 4, N, carries -0.355; number 5, S, carries 0.895; number 6, C, carries -0.502; number 7, C, carries -0.203; number 8, C, carries 0.103; number 9, H, carries 0.117; number 10, H, carries 0.090; number 11, H, carries 0.058; number 12, H, carries 0.093; number 13, H, carries 0.038



Formula: C4H6O2S
Source: OMol25
Level of theory: ωB97M-V/def2-TZVPD

XYZ file:
```
13
Properties=species:S:1:pos:R:3:forces:R:3
C -2.029 -0.355 0.274 -4.8 -0.7 -4.9
O -1.549 0.996 -0.134 -0.4 -2.2 0.5
C -0.199 0.878 -0.332 -0.7 3.2 -1.2
C 0.311 -0.294 -0.309 2.2 -1.6 -0.5
O 1.620 -0.549 -0.571 0.8 -0.6 -1.3
C 2.454 0.219 0.104 0.6 -1.1 0.9
S 4.046 0.247 0.031 0.5 0.2 -0.5
H -1.629 -1.279 -0.364 -1.9 2.4 0.8
H -3.277 -0.501 0.070 3.6 1.2 1.0
H -1.717 -0.584 1.215 0.5 -0.3 2.9
H 0.410 1.753 -0.698 -1.3 -0.6 0.8
H -0.318 -1.108 -0.197 1.0 -1.5 0.3
H 1.876 0.578 0.908 -0.1 1.5 1.2
```
Positions in Å, forces in eV/Å.

As for the SMILES: CO/C=C/OC=S. The calculation puts the strongest force on any atom at 6.9 eV/A. The calculation puts the energy relative to the best compared isomer or geometry (same formula, charge and spin) at 412.3 kJ/mol. The value obtained for the HOMO-LUMO gap is 9.3109 eV.

Atomic charges from the Löwdin analysis, expressed in e, are listed below: number 1, C, carries -0.082; number 2, O, carries -0.087; number 3, C, carries -0.133; number 4, C, carries -0.195; number 5, O, carries -0.052; number 6, C, carries -0.785; number 7, S, carries 0.717; number 8, H, carries 0.110; number 9, H, carries 0.169; number 10, H, carries 0.050; number 11, H, carries 0.173; number 12, H, carries 0.057; number 13, H, carries 0.058



Formula: C46H64ClN5O2Ti
Source: OMol25
Level of theory: ωB97M-V/def2-TZVPD

XYZ file:
```
119
Properties=species:S:1:pos:R:3:forces:R:3
Ti 1.633 0.684 -1.908 -0.3 0.4 0.3
C 4.687 1.568 -2.084 0.0 0.0 0.0
C 4.560 0.456 -3.103 0.0 0.0 0.1
N 3.150 0.386 -3.578 0.0 0.0 -0.1
C 2.903 1.361 -4.673 0.0 0.0 0.0
C 2.391 2.669 -4.139 0.0 0.1 -0.1
C 2.425 3.845 -4.865 0.0 0.0 0.0
C 1.870 4.987 -4.301 0.0 0.0 0.0
C 1.305 4.929 -3.037 0.1 0.0 0.0
C 1.315 3.717 -2.369 -0.1 0.1 0.1
C 0.669 3.519 -1.025 0.1 0.0 0.0
N 1.022 2.201 -0.443 0.0 0.1 0.0
C 2.114 2.276 0.563 -0.1 0.0 0.0
C 3.434 2.477 -0.149 0.0 0.0 0.0
N 3.624 1.358 -1.092 0.1 -0.1 0.0
N 1.848 2.622 -2.918 0.0 -0.2 0.1
H 4.544 2.550 -2.538 0.0 0.0 0.0
H 5.679 1.558 -1.625 0.0 0.0 0.0
H 4.801 -0.498 -2.637 0.0 0.0 0.0
H 5.244 0.599 -3.941 0.0 0.0 0.0
H 3.000 -0.544 -3.964 0.0 0.0 0.0
H 2.165 0.944 -5.359 0.0 0.0 0.0
H 3.815 1.520 -5.252 0.0 0.0 0.0
H 2.874 3.872 -5.848 0.0 0.0 0.0
H 1.880 5.920 -4.849 0.0 0.0 0.0
H 0.864 5.803 -2.579 0.0 0.0 0.0
H -0.413 3.555 -1.161 0.0 0.0 0.0
H 0.943 4.325 -0.340 0.0 0.0 0.0
H 0.195 1.809 0.013 0.0 -0.2 0.0
H 2.117 1.333 1.115 0.0 0.0 0.0
H 1.927 3.083 1.275 0.0 0.0 0.0
H 4.257 2.540 0.568 0.0 0.0 0.0
H 3.431 3.406 -0.723 0.0 0.0 0.0
H 3.865 0.533 -0.544 0.0 0.0 0.0
C 0.832 -1.607 5.487 0.0 0.0 0.0
C 1.123 -2.789 4.552 0.0 0.0 0.0
C -0.071 -3.756 4.561 0.0 0.0 0.0
C 2.356 -3.528 5.068 0.0 0.0 0.0
C 1.314 -2.265 3.132 0.0 0.0 0.0
C 0.290 -1.544 2.518 0.0 0.0 0.0
C 0.465 -1.059 1.247 0.2 0.2 -0.2
N -0.526 -0.279 0.585 -0.3 -0.2 0.2
C -1.843 -0.175 1.192 0.0 0.1 -0.2
C -2.554 0.429 2.191 0.1 -0.1 0.0
C -3.945 0.214 2.114 0.0 0.0 0.0
C -4.478 -0.528 1.058 0.0 0.1 0.0
C -3.741 -1.121 0.011 0.1 0.0 -0.1
C -2.397 -0.914 0.182 -0.1 0.0 0.1
O -1.168 -1.162 -0.465 0.1 0.0 0.1
C -4.392 -1.869 -1.138 0.0 0.0 0.0
C -5.326 -0.916 -1.892 0.0 0.0 0.0
C -3.323 -2.388 -2.102 0.0 0.0 0.0
C -5.195 -3.054 -0.589 0.0 0.0 0.0
C -4.826 0.782 3.228 0.0 0.1 0.0
C -4.506 0.038 4.532 0.0 0.0 0.0
C -4.531 2.279 3.411 0.0 0.0 0.0
C -6.318 0.628 2.931 0.0 0.0 0.0
C 1.651 -1.277 0.515 -0.2 0.0 0.3
O 1.686 -0.640 -0.703 0.1 0.2 -0.6
C 2.661 -2.068 1.062 -0.1 -0.1 0.0
C 2.448 -2.508 2.380 0.0 0.0 0.0
C 3.977 -2.495 0.398 0.1 0.0 -0.1
C 4.410 -3.904 0.849 0.0 0.0 0.0
C 3.885 -2.577 -1.134 0.0 0.0 -0.1
C 5.088 -1.531 0.850 -0.1 0.1 -0.1
H 0.684 -1.966 6.506 0.0 0.0 0.0
H -0.073 -1.071 5.195 0.0 0.0 0.0
H 1.663 -0.899 5.495 0.0 0.0 0.0
H -0.229 -4.143 5.568 0.0 0.0 0.0
H 0.108 -4.602 3.896 0.0 0.0 0.0
H -0.993 -3.265 4.246 0.0 0.0 0.0
H 2.175 -3.859 6.090 0.0 0.0 0.0
H 3.240 -2.887 5.083 0.0 0.0 0.0
H 2.577 -4.417 4.474 0.0 0.0 0.0
H -0.650 -1.361 3.021 0.0 0.0 0.0
H -2.102 0.997 2.992 0.0 0.0 0.0
H -5.550 -0.659 1.028 0.0 0.0 0.0
H -4.780 -0.048 -2.268 0.0 0.0 0.0
H -6.132 -0.556 -1.251 0.0 0.0 0.0
H -5.778 -1.430 -2.741 0.0 0.0 0.0
H -2.765 -1.565 -2.557 0.0 0.0 0.0
H -3.794 -2.956 -2.905 0.0 0.0 0.0
H -2.614 -3.047 -1.597 0.0 0.0 0.0
H -5.984 -2.725 0.088 0.0 0.0 0.0
H -4.549 -3.746 -0.045 0.0 0.0 0.0
H -5.664 -3.598 -1.409 0.0 0.0 0.0
H -3.459 0.163 4.817 0.0 0.0 0.0
H -4.705 -1.030 4.429 0.0 0.0 0.0
H -5.121 0.423 5.346 0.0 0.0 0.0
H -3.507 2.463 3.737 0.0 0.0 0.0
H -5.191 2.695 4.174 0.0 0.0 0.0
H -4.703 2.828 2.483 0.0 0.0 0.0
H -6.623 -0.419 2.898 0.0 0.0 0.0
H -6.596 1.102 1.988 0.0 0.0 0.0
H -6.892 1.106 3.725 0.0 0.0 0.0
H 3.228 -3.093 2.837 0.0 0.0 0.0
H 3.598 -4.621 0.724 0.0 0.0 0.0
H 4.758 -3.942 1.880 0.0 0.0 0.0
H 5.246 -4.225 0.225 0.0 0.0 0.0
H 3.253 -1.810 -1.573 0.2 0.0 0.0
H 3.471 -3.538 -1.443 -0.1 0.0 0.0
H 4.889 -2.513 -1.562 0.0 -0.1 0.0
H 5.181 -1.541 1.937 0.0 0.0 0.0
H 4.897 -0.489 0.574 0.0 0.0 -0.1
H 6.049 -1.822 0.422 0.0 0.0 0.0
Cl -3.704 4.592 -2.878 0.0 0.0 0.0
C -2.579 3.292 -3.012 0.0 0.0 0.0
C -1.761 3.206 -4.141 0.0 0.0 0.0
C -0.855 2.175 -4.248 0.0 0.0 0.0
C -0.730 1.197 -3.243 0.1 0.0 -0.1
C 0.266 0.100 -3.384 0.1 -0.2 0.1
C -1.572 1.304 -2.136 0.0 0.1 0.0
C -2.497 2.337 -2.016 0.0 0.0 0.0
H -1.868 3.937 -4.931 0.0 0.0 0.0
H -0.251 2.103 -5.145 0.0 0.0 0.0
H 0.576 -0.036 -4.417 0.0 -0.1 0.0
H -0.082 -0.850 -2.967 0.0 0.0 0.0
H -1.527 0.556 -1.368 0.0 -0.1 0.0
H -3.160 2.377 -1.160 0.0 0.0 0.0
```
Positions in Å, forces in eV/Å.

The calculation puts the strongest force on any atom at 0.6 eV/A. The calculation puts the energy relative to the best compared isomer or geometry (same formula, charge and spin) at 174.8 kJ/mol. The value obtained for the HOMO-LUMO gap is 6.6571 eV. The total charge is +2.

Here are the Löwdin charges for atoms 1 to 99, given in e: number 1, Ti, carries 1.113; number 2, C, carries -0.148; number 3, C, carries -0.138; number 4, N, carries -0.093; number 5, C, carries -0.102; number 6, C, carries -0.249; number 7, C, carries 0.024; number 8, C, carries 0.009; number 9, C, carries 0.026; number 10, C, carries -0.232; number 11, C, carries -0.080; number 12, N, carries -0.092; number 13, C, carries -0.137; number 14, C, carries -0.144; number 15, N, carries -0.112; number 16, N, carries 0.057; number 17, H, carries 0.127; number 18, H, carries 0.146; number 19, H, carries 0.108; number 20, H, carries 0.137; number 21, H, carries 0.142; number 22, H, carries 0.131; number 23, H, carries 0.141; number 24, H, carries 0.136; number 25, H, carries 0.132; number 26, H, carries 0.138; number 27, H, carries 0.126; number 28, H, carries 0.146; number 29, H, carries 0.112; number 30, H, carries 0.127; number 31, H, carries 0.141; number 32, H, carries 0.146; number 33, H, carries 0.127; number 34, H, carries 0.093; number 35, C, carries -0.036; number 36, C, carries -0.553; number 37, C, carries -0.031; number 38, C, carries -0.055; number 39, C, carries -0.133; number 40, C, carries 0.065; number 41, C, carries -0.140; number 42, N, carries 0.057; number 43, C, carries -0.164; number 44, C, carries 0.045; number 45, C, carries -0.142; number 46, C, carries 0.052; number 47, C, carries -0.081; number 48, C, carries -0.167; number 49, O, carries 0.001; number 50, C, carries -0.546; number 51, C, carries -0.028; number 52, C, carries -0.038; number 53, C, carries -0.029; number 54, C, carries -0.558; number 55, C, carries -0.037; number 56, C, carries -0.046; number 57, C, carries -0.059; number 58, C, carries -0.185; number 59, O, carries -0.215; number 60, C, carries -0.067; number 61, C, carries 0.043; number 62, C, carries -0.512; number 63, C, carries -0.045; number 64, C, carries -0.038; number 65, C, carries -0.019; number 66, H, carries 0.094; number 67, H, carries 0.074; number 68, H, carries 0.092; number 69, H, carries 0.094; number 70, H, carries 0.095; number 71, H, carries 0.081; number 72, H, carries 0.095; number 73, H, carries 0.092; number 74, H, carries 0.092; number 75, H, carries 0.119; number 76, H, carries 0.119; number 77, H, carries 0.105; number 78, H, carries 0.080; number 79, H, carries 0.086; number 80, H, carries 0.095; number 81, H, carries 0.076; number 82, H, carries 0.096; number 83, H, carries 0.094; number 84, H, carries 0.084; number 85, H, carries 0.095; number 86, H, carries 0.094; number 87, H, carries 0.077; number 88, H, carries 0.093; number 89, H, carries 0.093; number 90, H, carries 0.072; number 91, H, carries 0.091; number 92, H, carries 0.091; number 93, H, carries 0.090; number 94, H, carries 0.092; number 95, H, carries 0.092; number 96, H, carries 0.095; number 97, H, carries 0.104; number 98, H, carries 0.084; number 99, H, carries 0.097



Question: The lowest strongest force on any atom belongs to which entry?
Answer: C46H64ClN5O2Ti